Record 1
{"formula": "C5H13NO", "method": "ωB97M-V with the def2-TZVPD basis set", "elements": ["O", "N", "C", "C", "C", "C", "C", "H", "H", "H", "H", "H", "H", "H", "H", "H", "H", "H", "H", "H"], "xyz": [[0.9029, 0.2443, 2.9991], [0.7979, -0.2146, -0.0952], [-2.8542, -0.8436, 0.7128], [1.2983, 0.8605, -0.8011], [1.6549, 0.5875, -2.2726], [-1.5454, -0.8149, 0.0133], [-0.4364, -0.1679, 0.4845], [-1.5292, -1.0570, -1.0439], [-2.9852, -1.7676, 1.5037], [1.5273, 0.2630, 2.2534], [0.4583, 1.5841, -0.9908], [-3.5194, -1.0525, -0.1621], [1.3957, -0.5142, -2.4342], [-0.3031, 0.5919, 1.2135], [-3.0373, 0.1188, 1.2133], [1.0444, 1.2247, -2.9267], [2.6835, 0.8377, -2.6390], [1.0901, -1.1461, -0.4690], [1.2885, -0.2570, 3.7055], [2.0684, 1.5229, -0.2645]], "forces_ev_per_angstrom": [[-0.079, 0.598, -0.555], [1.978, -4.215, -0.760], [-0.699, -2.124, 0.416], [0.237, 4.641, -1.347], [0.525, -1.138, -0.795], [2.115, 1.573, 1.119], [-1.928, -0.227, -0.996], [0.344, -0.920, 0.190], [0.369, 2.330, -1.930], [-0.194, -0.314, 0.462], [0.483, -0.420, 0.894], [-0.413, 0.404, 1.311], [0.572, 1.509, -0.383], [-1.618, 0.189, 1.392], [-0.319, -0.483, -0.075], [-0.149, -0.512, 0.122], [-0.550, -0.641, 0.821], [-0.606, 1.278, 0.339], [0.496, -0.346, 0.354], [-0.563, -1.182, -0.578]], "mulliken_charge": [-0.626, -0.274, -0.926, -0.168, -0.988, -0.281, -0.361, 0.303, 0.195, 0.314, 0.227, 0.293, 0.264, 0.468, 0.288, 0.246, 0.266, 0.213, 0.283, 0.263], "e_homo_ha": -0.2889, "relative_energy_ev": 3.147, "smiles": "C/C=C/NCC.O", "orbital_gap_ev": 8.9}

---

Record 2
{"formula": "C5H13NO", "method": "ωB97M-V with the def2-TZVPD basis set", "elements": ["O", "N", "C", "C", "C", "C", "C", "H", "H", "H", "H", "H", "H", "H", "H", "H", "H", "H", "H", "H"], "xyz": [[-0.0759, -1.4480, 0.4424], [-0.0450, 1.3808, 0.1116], [1.0672, 1.4451, 1.0726], [2.3612, 0.8241, 0.5842], [-1.3826, -2.0683, -1.5438], [-1.2607, -2.1343, -0.0583], [-0.7534, 2.4389, -0.0703], [-1.6598, 2.3703, -0.6660], [2.7329, 1.3104, -0.3583], [3.0940, 0.9088, 1.4009], [-2.1734, -1.6101, 0.3700], [-0.5071, -2.5461, -2.0403], [1.2227, 2.4643, 1.4955], [-0.1554, -0.4620, 0.1637], [2.2073, -0.3002, 0.3152], [-1.1995, -3.2061, 0.2754], [0.7243, 0.8520, 1.9798], [-1.4623, -1.0311, -1.9010], [-2.2691, -2.5960, -1.9368], [-0.4655, 3.4077, 0.3633]], "forces_ev_per_angstrom": [[-1.005, 0.997, -0.985], [-0.666, 1.393, 0.339], [-0.615, -0.138, 1.349], [-0.013, -1.460, -1.247], [0.412, -0.329, -1.551], [-0.121, 0.639, 1.332], [1.227, -1.332, 0.320], [0.143, 0.068, -0.116], [-0.201, -0.259, 0.997], [-0.052, -0.097, -0.495], [0.839, -0.917, -0.111], [-0.443, 0.421, 0.328], [-0.041, -0.271, -0.593], [-0.004, -1.988, 0.408], [0.238, 1.960, 0.632], [-0.106, 1.139, -0.044], [0.261, 0.461, -1.090], [0.146, -0.206, 0.135], [0.186, 0.124, 0.399], [-0.185, -0.206, -0.007]], "mulliken_charge": [-0.496, -0.348, -0.575, -0.934, -0.978, -0.134, -0.361, 0.267, 0.285, 0.308, 0.230, 0.243, 0.454, 0.446, 0.238, 0.255, 0.247, 0.266, 0.356, 0.231], "e_homo_ha": -0.3525, "relative_energy_ev": 1.875, "smiles": "C=NCC.CCO", "orbital_gap_ev": 10.5}

---

Record 3
{"formula": "C5H13NO", "method": "ωB97M-V with the def2-TZVPD basis set", "elements": ["O", "N", "C", "C", "C", "C", "C", "H", "H", "H", "H", "H", "H", "H", "H", "H", "H", "H", "H", "H"], "xyz": [[-2.2041, -1.1694, -0.4008], [1.2667, 0.4936, -0.8372], [1.5310, -0.8313, 1.1194], [1.1020, -0.7365, -0.1455], [0.6831, -1.4174, 2.2500], [0.1099, 1.1302, -1.5729], [-0.9089, 1.8045, -0.6739], [-0.5995, 2.7255, -0.1565], [0.5396, 2.0228, -2.1920], [2.3458, -0.2048, 1.3801], [0.9480, -1.6544, -0.7623], [-1.6912, 2.1911, -1.3443], [-0.4160, 0.3798, -2.2879], [-0.0789, -2.1725, 1.8473], [1.3160, -1.8606, 3.1227], [0.2528, -0.5638, 2.8605], [1.6895, 1.2332, -0.3380], [-1.2379, 1.1186, 0.1759], [-2.4847, -1.9138, -0.8986], [-2.1631, -0.5747, -1.1459]], "forces_ev_per_angstrom": [[0.130, 0.610, 0.125], [-0.787, -0.739, -2.597], [-1.303, -0.798, 1.064], [0.531, 0.652, -0.880], [1.362, -1.342, 1.285], [1.130, 0.214, -1.024], [-0.756, -0.361, 1.253], [0.667, -0.332, -0.250], [-0.473, -1.970, 0.580], [0.148, 1.419, 0.719], [-1.428, 1.032, 0.585], [-0.394, -0.532, 0.467], [1.140, 1.185, 1.197], [0.912, 1.285, 0.888], [-0.837, 0.017, -1.687], [-0.237, -0.770, -1.313], [0.548, 0.357, 1.084], [-0.124, 0.766, -1.390], [-0.509, -1.797, -0.110], [0.280, 1.102, 0.004]], "mulliken_charge": [-0.552, -0.410, -0.570, 0.141, -0.894, -0.384, -1.111, 0.388, 0.255, 0.350, 0.279, 0.319, 0.287, 0.263, 0.317, 0.219, 0.286, 0.262, 0.286, 0.271], "e_homo_ha": -0.2617, "relative_energy_ev": 3.589, "smiles": "C/C=C/NCC.O", "orbital_gap_ev": 7.9}

---

Record 4
{"formula": "C5H13NO", "method": "ωB97M-V with the def2-TZVPD basis set", "elements": ["O", "N", "C", "C", "C", "C", "C", "H", "H", "H", "H", "H", "H", "H", "H", "H", "H", "H", "H", "H"], "xyz": [[-3.5833, 1.1763, -1.6307], [-1.0190, 1.3658, -1.0567], [-0.0200, 1.1096, 0.1277], [0.2721, -0.4575, 0.2479], [1.4839, -0.8836, 1.1602], [2.6984, -1.6793, 0.4447], [-2.2984, 0.6333, -1.1038], [1.1865, -1.4867, 2.0362], [-0.4113, 1.4850, 1.0824], [-2.5507, 0.4110, 0.0651], [0.2855, -0.9476, -0.7816], [-0.6737, -1.0355, 0.5619], [1.8025, 0.0368, 1.6826], [2.3754, -2.7031, 0.0820], [3.3432, -1.5872, 1.3468], [3.0973, -0.9851, -0.2939], [-3.8004, 2.0055, -1.0705], [-1.0692, 2.2830, -1.4723], [0.9539, 1.5999, 0.1237], [-2.0724, -0.3407, -1.5518]], "forces_ev_per_angstrom": [[2.321, 1.719, 1.373], [1.025, 0.299, 0.370], [-1.684, -1.644, -0.590], [-1.745, -1.358, -0.609], [-0.573, -0.143, -0.733], [-1.736, 1.811, 2.035], [-0.956, -0.789, 4.217], [-0.361, -0.051, -0.610], [-0.518, -0.294, -0.032], [0.484, 0.137, -2.423], [0.874, 1.081, 0.874], [1.106, 1.238, 0.265], [0.575, -0.215, -0.557], [0.725, 1.368, 0.539], [0.454, -1.248, -1.025], [0.091, -0.584, -0.412], [0.620, -2.074, -1.311], [0.318, 0.095, 0.323], [-0.148, 0.319, -1.297], [-0.875, 0.331, -0.396]], "mulliken_charge": [-0.518, -0.285, -0.594, -0.534, -0.792, -0.938, -0.323, 0.380, 0.283, 0.177, 0.366, 0.300, 0.411, 0.287, 0.302, 0.288, 0.323, 0.202, 0.435, 0.229], "e_homo_ha": -0.3120, "relative_energy_ev": 3.237, "smiles": "CCCCNCO", "orbital_gap_ev": 9.4}